No. 1
Formula: C23H20N2O4
Source: OMol25
Level of theory: wB97M-V/def2-TZVPD

XYZ file:
```
49
Properties=species:S:1:pos:R:3:forces:R:3
O -2.19708 -4.55472 1.78133 1.99 1.26 1.32
O 2.36463 0.79786 0.58810 -0.19 -0.34 0.51
O -1.88759 -1.09268 -3.03420 -0.08 0.81 0.04
O -0.43164 -3.58899 2.97442 -0.67 0.88 -1.19
N -1.84087 -2.43973 -0.23093 0.67 0.73 -0.76
N -1.46322 0.95667 -2.06771 0.26 -0.06 1.09
C 1.55278 1.58018 1.38333 -0.38 0.93 0.46
C -0.80939 -1.29331 1.43271 0.36 0.15 0.48
C 0.16944 1.71637 1.19447 -0.42 -0.15 0.56
C -0.94564 -0.43715 0.29969 1.23 1.19 1.89
C -0.27760 -4.69072 3.83149 -1.26 -1.48 -0.35
C 2.32459 1.56548 -3.51399 0.12 0.09 1.23
C -1.63091 -0.42677 -2.02998 -0.90 -2.19 -0.68
C 0.07190 3.30808 3.04523 0.42 -0.51 -0.29
C 2.47015 2.38219 -1.23666 0.19 0.04 -0.09
C -2.51165 -3.53447 -0.99473 0.41 0.21 -0.18
C 2.45284 2.64279 -2.59163 -0.23 -0.80 -1.19
C -0.57353 2.55819 2.05435 1.11 0.10 0.21
C -1.36570 -2.50544 1.09749 0.61 1.93 -1.12
C 2.45919 -0.00205 -1.62716 -0.57 0.40 -1.22
C 2.35558 0.25047 -3.01807 0.30 0.54 -0.08
C -0.85792 1.62138 -1.00427 0.14 -1.31 1.39
C -0.55300 0.95808 0.15057 -0.30 0.35 -1.19
C -1.78806 1.78463 -3.21473 -0.88 -0.03 -0.70
C -1.38560 -3.63846 1.99510 -1.61 -2.66 -0.63
C -1.51942 -1.12641 -0.70960 -0.63 -0.55 -0.30
C 2.16208 2.27792 2.42344 0.01 0.57 0.27
C 2.40821 1.06736 -0.75179 0.08 0.44 -0.66
C 1.46998 3.17880 3.23444 -1.22 -0.40 -0.07
H 2.57951 3.23571 -0.58968 -0.14 -0.05 0.50
H 3.21521 2.14909 2.58959 0.36 -0.10 -0.12
H 1.97284 3.71711 4.04935 -0.19 -0.28 -0.52
H 2.46694 -1.00825 -1.24711 -0.01 -0.19 0.11
H -2.51788 2.57333 -2.93714 0.56 -0.36 0.10
H -0.32635 -1.09831 2.41213 -0.49 0.01 -0.99
H -1.18847 -4.86005 4.41220 0.06 -0.02 -0.07
H -0.06625 -5.59283 3.25052 -0.17 0.03 -0.01
H -2.01148 -4.50509 -0.81385 -0.23 0.66 0.09
H 2.33742 -0.55604 -3.76665 -0.07 0.21 0.69
H 2.53885 3.67485 -2.96450 -0.13 -0.56 0.27
H -1.65857 2.63433 1.96997 0.33 -0.15 -0.21
H 2.21041 1.75220 -4.57703 0.15 -0.04 0.13
H -3.53298 -3.58574 -0.62039 -0.02 -0.23 -0.22
H -0.87680 2.22978 -3.58859 0.19 0.25 -0.17
H 0.53748 -4.55909 4.49780 0.74 0.72 0.41
H -0.56293 3.92337 3.67109 0.33 0.16 0.11
H -2.26524 1.23447 -4.03884 0.37 -0.24 0.54
H -0.57476 2.66946 -1.07140 -0.28 -0.24 -0.54
H -2.49949 -3.34386 -2.09818 0.08 0.27 1.17
```
Positions in Å, forces in eV/Å.

Properties
- ΔE to the lowest compared entry with this formula, charge and spin: 2.580 eV
- SMILES: COC(=O)c1cc2c(-c3ccccc3Oc3ccccc3)cn(C)c(=O)c2n1C
- Total charge: 0
- HOMO level: -7.9 eV
- HOMO-LUMO gap: 8.4 eV


No. 2
Formula: C53H145N11O14
Source: OMol25
Level of theory: wB97M-V/def2-TZVPD

XYZ file:
```
223
Properties=species:S:1:pos:R:3:forces:R:3
O 5.00660 -4.52264 22.74282 0.13 -1.78 -0.83
O 1.02557 -2.00425 21.05576 1.09 0.16 -0.54
O 3.61050 -0.91755 21.43494 0.72 1.05 0.18
O -3.21659 -2.16771 27.72212 0.03 -0.63 0.66
O -2.40372 -4.78893 30.97869 -0.29 0.84 -1.44
O 2.17042 -2.19842 27.36032 0.75 0.84 -0.13
O 3.98060 3.91841 26.77353 0.26 -1.44 0.35
O 3.96568 -1.22163 33.24174 0.40 -0.66 0.14
O 9.70332 -1.91056 30.59173 1.30 -0.40 1.36
O 1.78896 -7.36443 25.01264 -0.32 -0.06 0.19
O 1.63168 -1.25370 31.50529 1.54 1.54 0.95
O 8.11942 -1.16402 22.97706 0.81 0.92 -1.61
O -0.46461 0.77843 26.81095 -0.08 1.37 1.39
O 6.44728 -4.98478 31.76934 0.32 -0.13 0.42
N -3.59584 -5.15093 28.16912 -0.14 -0.50 0.74
N 2.22607 -9.86575 26.11587 0.01 -0.02 0.10
N 0.73730 -0.14331 29.18141 -0.31 -1.23 -0.88
N 7.58723 -3.01665 24.95620 0.84 0.99 0.04
N -5.24625 -0.81359 30.64033 -1.10 -0.41 -0.07
N 7.31466 1.96960 24.79898 0.77 1.21 -1.45
N 7.47022 -0.18781 29.94937 1.47 -0.60 0.09
N 6.54836 1.43139 27.74039 0.63 0.37 -1.44
N 7.84087 -3.15742 28.85637 0.17 0.73 0.39
N 5.85496 -1.65028 27.33308 0.16 -0.55 -1.33
N 0.95552 0.81192 19.75781 0.55 1.16 0.76
C 5.65891 -3.53534 23.45337 -0.11 0.54 1.19
C -1.38478 -5.53525 27.31165 0.16 -0.91 0.31
C 4.34417 0.08401 33.62442 -0.09 -0.02 -0.39
C 6.82839 -4.06770 24.35513 -0.07 0.08 -0.57
C -2.90122 -1.11641 26.84953 -1.06 1.54 0.78
C 8.22814 0.94768 24.25076 -0.95 -1.35 1.56
C 0.64803 -1.59285 19.72720 -0.61 -0.66 -0.03
C 8.33223 1.54758 31.32781 0.38 -0.13 0.52
C 8.73487 0.29025 30.58141 -0.86 -0.68 0.97
C 4.59020 0.95090 32.37521 -0.75 0.10 0.21
C 5.84243 -4.51125 32.98212 -0.37 -0.01 -0.88
C 0.90318 -2.38249 31.67081 -0.69 -2.98 0.23
C 1.74481 1.94556 29.85152 -0.42 0.09 -1.75
C 4.09901 1.28440 22.46647 -0.50 0.45 0.03
C 5.01866 2.97224 26.60298 1.66 0.69 -0.12
C 3.68618 -0.17223 22.66424 -0.27 0.36 0.01
C 8.49011 -5.33204 29.63174 -0.04 -1.08 1.41
C 3.85323 -4.17066 21.95808 1.83 -0.28 1.11
C 3.92051 4.78072 25.68714 -0.61 0.69 -0.25
C 6.88560 -3.85164 31.01244 0.17 -1.34 -0.20
C 0.75202 -2.74186 33.14396 -0.40 0.04 0.45
C 0.59286 1.27241 28.98747 0.50 0.57 1.02
C -1.56904 -4.99406 29.81500 -1.16 0.59 -0.28
C -2.29637 -5.66663 28.54717 1.32 0.96 0.25
C 4.53432 -1.97520 27.76562 -1.05 0.59 1.92
C 9.27520 -0.97537 22.13242 0.06 0.05 0.34
C 1.77569 -5.93914 25.12110 0.01 -0.71 -0.37
C -2.89859 -1.21403 30.71028 0.24 0.15 -0.60
C -2.71288 -5.97555 31.59946 -0.32 -1.35 0.81
C 10.87043 -2.71965 30.99988 -0.43 1.14 0.12
C 3.13243 -9.43766 25.07500 0.27 0.84 -1.01
C -4.09893 -0.89980 29.76619 1.66 0.05 0.37
C 7.39394 0.02768 23.32429 0.89 -0.47 0.97
C 1.53925 -3.56209 30.90825 -0.31 -0.27 -0.51
C 9.40240 -0.79829 31.48863 0.08 0.31 -1.22
C 3.30812 0.70941 34.61928 1.90 -0.42 0.02
C 4.38551 -1.40668 29.21324 -1.30 -0.23 -0.06
C -0.63201 1.15897 25.46184 0.73 -0.27 0.35
C 3.10145 -7.89671 25.10490 0.72 -0.07 0.27
C 3.38943 -1.57009 26.84568 -0.46 -0.84 0.00
C -0.81239 0.12092 18.33385 -0.33 -0.69 0.94
C 0.51295 1.60925 27.46612 0.94 -0.49 1.18
C -4.31505 -1.92015 28.60845 -0.04 -0.07 0.90
C 7.39381 -4.28589 29.59327 -1.45 -1.35 0.92
C -0.04298 -0.21553 19.66256 0.02 -0.19 -1.23
C 8.82925 0.26861 25.48509 0.53 -1.68 -0.28
C -0.03772 -2.35864 21.89849 -0.54 0.65 -0.66
C 5.51124 3.21510 29.02669 -0.49 0.08 0.20
C 2.36091 -0.35983 23.39571 0.49 -0.32 -0.04
C 1.02916 -2.21981 26.50259 0.72 0.35 0.47
C 2.73033 -9.93758 23.73109 -1.43 -0.29 -1.56
C 5.39442 2.24836 27.85554 -2.28 0.17 1.80
C 6.35090 -4.90637 25.49062 -1.74 -0.89 0.48
H 1.15881 -2.93220 25.68786 -0.02 -0.19 -0.09
H 7.71817 -1.10596 29.60936 -0.18 -0.36 -0.94
H -0.82902 2.22745 25.37433 -0.20 0.03 -0.13
H 5.31728 -0.11357 34.07399 -0.04 0.35 0.55
H 1.51120 -3.37132 29.83544 0.27 0.30 -0.18
H 1.48341 -0.12377 22.79374 0.12 0.35 -0.10
H -5.07335 -0.07027 31.30191 0.14 -0.05 0.31
H 7.51919 -4.64971 23.74509 -0.07 -0.13 -0.33
H 3.08612 5.44914 25.89949 -0.08 0.00 -0.29
H 5.92456 3.53168 26.36962 0.31 0.44 -0.48
H 6.45827 -3.81107 33.54657 0.35 0.17 -0.18
H -4.20474 -5.15560 28.97493 -0.24 0.01 0.12
H 6.76490 0.93753 28.59439 -0.05 -0.35 0.53
H 3.08829 -3.93490 22.69793 -0.58 0.44 -0.45
H 3.26671 -9.60204 22.84350 0.78 0.08 0.34
H 6.40218 -2.20461 27.97600 0.90 0.13 -0.11
H 2.33149 0.17579 24.34459 0.02 -0.09 0.04
H 5.55642 2.66640 29.96743 0.16 -0.06 0.05
H 2.33532 -1.43811 23.55309 -0.39 -0.11 0.51
H -1.80330 -6.05885 26.45211 -0.24 -0.34 0.21
H 2.71069 1.63684 29.45169 0.12 -0.06 -0.21
H -3.62500 -5.98675 32.19613 -0.17 0.94 0.06
H 9.22249 -5.06676 30.39418 0.40 0.45 -0.16
H -2.69594 -0.38145 31.38396 -0.38 0.24 0.09
H -6.03335 -0.46984 30.10892 -0.40 -0.09 -0.14
H 6.02462 -3.18833 30.92976 0.14 0.43 -0.23
H 8.81461 -1.09681 32.35667 -0.51 -0.29 -0.17
H -0.70707 -3.01250 21.33942 -0.24 -0.26 0.24
H 2.79504 -0.08399 35.16277 -0.63 0.00 -0.70
H 3.25277 -1.24280 32.59915 -0.55 0.41 -0.38
H 0.96997 -4.48768 30.99357 -0.13 0.04 0.43
H 7.83884 -2.30997 24.27989 0.31 -0.21 -0.07
H 0.73409 -5.61808 25.12901 0.05 -0.09 0.06
H 3.68372 -7.46609 24.29026 0.41 -0.03 0.03
H 6.08520 -0.68696 27.53081 -0.09 0.29 -0.12
H 6.79403 -0.45564 30.65019 -0.10 0.44 0.64
H 0.33078 0.92627 25.00688 -0.11 0.15 -0.80
H 3.60954 1.14368 31.94020 -0.04 -0.02 -0.27
H 9.13669 -0.20286 21.37601 -0.36 -0.01 -0.09
H 7.09492 -5.29038 26.18853 0.36 0.05 -0.41
H 4.94576 2.24264 25.79647 -0.90 0.15 -0.34
H 9.58084 -1.90268 21.64789 -0.72 -0.20 -0.03
H 4.16795 -3.35726 21.30429 -0.65 0.18 -0.09
H 4.94957 -3.98893 32.63848 -0.32 0.19 0.62
H 3.61532 -5.07578 21.39929 -0.21 0.20 -0.01
H 0.19770 -2.49670 27.15075 -0.08 -0.19 -0.19
H 3.76360 4.24703 24.74977 -0.13 -0.05 -0.17
H 2.72423 1.47741 34.11200 -0.40 -0.29 0.34
H 0.54544 -3.80145 33.29456 0.12 -0.09 -0.21
H 3.87936 1.13051 35.44661 0.06 0.73 -0.13
H 11.68819 -2.02579 31.19468 0.13 -0.01 0.03
H -0.00874 -0.54419 28.63110 -0.87 -0.44 0.35
H -4.56645 -2.87527 29.06959 0.39 -0.09 0.16
H -3.04611 -2.09102 31.34052 -0.26 -0.15 -0.27
H 1.48768 1.37251 27.03956 0.41 -0.21 -0.18
H 9.00173 -5.54964 28.69419 -0.21 0.34 -0.15
H 11.20837 -3.41976 30.23585 -0.57 0.32 -0.41
H 8.06118 2.34183 30.63225 -0.04 -0.05 0.08
H 9.48379 0.48023 29.81256 -0.21 0.11 -0.25
H 1.56229 -1.58080 19.13383 0.12 0.18 0.17
H -0.69741 -5.54720 30.16485 0.15 -0.34 -0.44
H 4.65543 3.88760 29.08512 0.04 0.05 -0.02
H -1.43259 0.55296 25.03766 0.06 0.15 -0.06
H 6.52456 -0.38526 23.83591 -0.02 0.23 0.40
H -1.04169 1.18603 18.30095 0.58 0.09 0.01
H 5.71259 -5.72328 25.15401 0.22 -0.35 -0.15
H -2.90441 -0.20758 27.45130 0.30 0.37 -0.12
H 5.03863 1.38146 21.92262 -0.28 0.03 -0.23
H 4.94233 -3.09491 24.14666 -0.34 0.36 0.55
H -1.25629 -3.98518 29.54583 0.08 0.06 -0.09
H 0.82068 -1.23382 26.08731 0.00 0.13 -0.09
H 5.96113 -2.69648 22.82642 0.52 -0.03 -0.35
H -1.19540 -4.54389 26.90002 0.05 0.35 0.71
H 1.47212 -0.49434 28.58400 1.10 -0.06 0.11
H 1.76283 -10.70765 25.80486 -0.09 -0.27 0.18
H 9.62660 -0.43241 25.23829 0.36 0.07 -0.27
H -0.08704 -2.23936 33.62517 -0.01 0.34 -0.10
H 1.30836 -0.84649 30.69828 -0.13 0.79 -0.92
H 6.41730 3.81140 28.91902 0.13 0.13 0.01
H -2.92992 -6.78402 30.90135 0.50 -0.24 -0.20
H 5.58639 -5.31592 33.67136 0.04 -0.27 -0.47
H 2.28538 -5.58492 26.01713 0.03 -0.05 0.20
H 0.46139 2.69337 27.36546 -0.94 0.14 -0.45
H -0.55952 -1.42746 22.11921 -0.47 -0.18 0.54
H 1.77770 1.64174 30.89781 -0.68 -0.06 -0.13
H 2.70310 -11.02692 23.70475 0.03 -0.10 0.01
H 2.83829 -1.48571 21.48487 -0.38 -0.18 -0.09
H 3.55553 -1.94324 25.83510 0.24 -0.14 -0.16
H 10.18455 -0.71006 22.67167 -0.12 0.32 0.59
H 1.46914 0.92316 18.89530 -0.15 -0.06 -0.28
H -3.72127 -0.96329 26.14797 0.08 -0.21 -0.56
H 1.73001 -9.57750 23.49066 -0.41 -0.16 0.20
H -0.24756 -0.19989 17.45855 0.04 0.15 -0.04
H -1.91674 -6.22676 32.30029 0.26 -0.52 -0.06
H 4.14936 -0.34392 29.26685 -0.07 0.30 -0.44
H 10.30054 -0.35949 31.92327 0.46 -0.11 -0.23
H -1.94148 -1.32450 30.20053 -0.10 -0.22 -0.40
H 9.25273 0.99216 26.18168 -0.12 0.14 -0.06
H 7.67268 -3.42259 31.63257 0.32 0.66 -0.35
H 6.99212 0.60528 22.49180 0.41 -0.11 -0.43
H 2.56660 -3.79966 31.18431 0.10 0.28 0.23
H 9.11995 1.26465 23.71010 -0.50 1.08 -0.35
H 7.46963 1.28825 31.94163 -0.17 0.21 0.00
H -1.92147 -1.13519 26.37219 -0.16 -0.86 0.16
H 6.51375 -4.67521 29.08138 -0.17 -0.35 0.01
H 4.14185 -9.83693 25.17392 0.31 0.52 0.82
H -2.30673 -6.72420 28.81090 -0.59 -0.17 -0.34
H 6.82059 1.64993 25.61984 0.07 -0.98 -0.10
H 0.04834 -2.39984 19.30617 -0.44 -0.09 -0.07
H 8.14887 -0.39729 26.01590 -0.51 0.42 0.12
H -1.81262 -0.30941 18.28430 0.13 -0.57 0.05
H 3.35323 -0.48349 26.76757 -0.55 0.39 0.16
H 7.10996 -2.51600 25.69216 -0.62 -0.22 0.25
H 4.39392 -3.05025 27.87809 0.44 -0.29 -0.19
H 1.64214 -2.48906 33.72003 0.17 -0.02 -0.16
H -5.24340 -1.68487 28.08798 0.03 0.50 -0.56
H -0.74610 -0.16278 20.49379 -0.02 0.27 0.07
H 4.54734 1.58679 28.03682 -0.23 -0.26 0.39
H 1.66879 0.61225 20.44445 0.05 -0.17 0.32
H 8.15021 -6.28279 30.04243 -0.38 -0.16 -0.23
H 5.02287 1.93322 32.56481 0.12 -0.01 0.33
H 3.30595 1.92177 22.07543 -0.11 -0.33 -1.00
H -0.46671 -6.05547 27.58480 0.43 0.30 -0.37
H 0.30257 -2.83375 22.81858 0.24 0.05 -0.21
H 9.08758 1.91042 32.02486 0.22 0.10 -0.15
H 1.53374 -9.13396 26.04339 -0.75 -0.13 0.59
H 1.71847 3.03144 29.76058 -0.07 0.06 0.18
H 5.19713 0.45398 31.61838 -0.01 -0.15 0.18
H -3.51589 -4.19012 27.86821 0.22 0.11 -0.13
H 3.55651 -1.90242 29.71831 0.02 -0.01 0.25
H 3.50922 -7.63030 26.08001 0.30 0.42 0.07
H 4.22661 1.84486 23.39260 0.47 -0.68 0.63
H -0.07507 -2.24261 31.21086 -0.40 -0.03 0.14
H 8.63731 -2.91628 29.42876 0.68 0.87 -0.73
H 7.30333 2.09285 27.62813 0.69 -0.08 -0.14
H 4.47198 -0.60624 23.28250 0.05 -0.32 0.10
H -0.35100 1.49184 29.48654 -0.21 0.49 -0.24
H 8.14034 -3.51036 27.95868 0.33 0.31 -0.34
H 10.71645 -3.31453 31.90016 -0.46 0.15 0.16
H 2.27537 -5.51961 24.24793 0.12 0.22 -0.10
H 7.93454 2.65539 25.20583 -0.02 0.62 -0.11
H 5.65679 -4.32460 26.09713 -0.01 0.41 0.20
H -3.96193 0.11042 29.38044 0.55 0.02 -0.63
H 5.27893 -1.49686 29.83112 0.01 -0.50 -0.35
H 4.80776 5.40375 25.57435 0.35 -0.05 0.10
```
Positions in Å, forces in eV/Å.

Properties
- ΔE to the lowest compared entry with this formula, charge and spin: 0.000 eV
- Total charge: 0
- HOMO level: -8.1 eV
- HOMO-LUMO gap: 8.6 eV


No. 3
Formula: C2H2N2O3
Source: OMol25
Level of theory: wB97M-V/def2-TZVPD

XYZ file:
```
9
Properties=species:S:1:pos:R:3:forces:R:3
O -3.01427 -0.66752 0.14180 0.21 1.16 0.18
O -0.39068 -1.61389 -0.11821 0.10 -0.59 0.27
O 2.51800 0.37480 0.19720 0.34 -2.18 -0.38
N -2.37552 0.54423 0.04772 -1.00 -2.60 -0.44
N 1.32797 -0.03837 -0.40536 0.71 1.05 0.56
C -2.07507 1.62101 -0.26962 0.35 0.68 0.10
C 0.53954 -0.91088 -0.09733 0.03 0.76 -0.46
H -2.50937 -1.34396 -0.35796 0.35 0.82 0.24
H 2.47838 1.25641 0.54834 -1.09 0.90 -0.07
```
Positions in Å, forces in eV/Å.

Properties
- ΔE to the lowest compared entry with this formula, charge and spin: 6.001 eV
- Total charge: 0
- HOMO level: -10.9 eV
- HOMO-LUMO gap: 10.7 eV


No. 4
Formula: CH3NO2S
Source: OMol25
Level of theory: wB97M-V/def2-TZVPD

XYZ file:
```
8
Properties=species:S:1:pos:R:3:forces:R:3
S -0.07445 -0.87754 0.69958 -1.21 0.25 1.33
O -3.54323 0.35694 -0.11791 0.56 -0.89 -0.37
O -1.66654 -0.14500 0.94268 0.76 -1.17 -0.85
N 0.79618 0.34575 0.13879 1.17 1.78 -1.21
C -2.45536 -0.15161 -0.18157 -0.78 2.20 1.64
H 0.54269 0.41622 -0.86260 1.21 0.99 0.98
H 1.36414 1.15263 0.62933 -2.00 -2.44 -1.11
H -1.96819 -0.42045 -1.10640 0.30 -0.73 -0.40
```
Positions in Å, forces in eV/Å.

Properties
- ΔE to the lowest compared entry with this formula, charge and spin: 0.777 eV
- SMILES: NSOC=O
- Total charge: 0
- HOMO level: -9.7 eV
- HOMO-LUMO gap: 10.1 eV